Record 1
{"formula": "C2H9NO3", "method": "ωB97M-V/def2-TZVPD", "elements": ["C", "C", "N", "O", "H", "H", "H", "H", "H", "H", "H", "O", "H", "H", "O"], "xyz": [[0.78, 0.34, -0.89], [0.81, 1.16, 0.38], [1.90, 1.94, 0.56], [-0.10, 1.02, 1.17], [0.48, -0.67, -0.64], [1.72, 0.39, -1.44], [0.15, 0.87, -1.61], [1.94, 2.59, 1.33], [2.31, 2.34, -0.27], [-1.85, -3.06, -1.57], [-0.95, -2.02, -0.92], [-0.97, -2.96, -1.17], [-2.05, -1.24, 1.17], [-1.71, -0.06, 2.09], [-2.45, -0.63, 1.80]], "nbo_charge": [-0.7083, 0.6840, -0.8114, -0.6329, 0.2284, 0.2155, 0.2386, 0.3989, 0.3876, 0.4728, 0.4598, -0.9322, 0.4568, 0.4937, -0.9515], "lumo_energy_ev": 0.53, "molar_mass_g_mol": 95.10, "fmax_ha_per_bohr": 0.038, "energy_ha": -362.08731, "e_above_lowest_kcal_mol": 17.27, "smiles": "CC(N)=O.O.O", "homo_energy_ha": -0.37949, "gap_ev": 10.9}

Record 2
{"formula": "C4H14N4", "method": "ωB97M-V/def2-TZVPD", "elements": ["C", "N", "C", "N", "N", "C", "H", "H", "H", "H", "H", "H", "H", "H", "H", "C", "N", "H", "H", "H", "H", "H"], "xyz": [[1.97, -0.69, 0.70], [0.10, 0.47, -1.77], [2.03, 0.79, 0.53], [0.91, 1.09, -2.47], [-1.17, 0.35, -2.09], [1.81, 1.66, 1.50], [0.57, 1.36, -3.42], [2.14, 1.14, -0.55], [-1.77, 0.08, -1.30], [-1.54, 0.70, -2.98], [2.96, -1.13, 0.55], [1.59, -0.98, 1.68], [1.32, -1.11, -0.07], [1.88, 2.72, 1.34], [1.50, 1.35, 2.49], [-2.09, -1.68, 0.84], [-2.02, -0.26, 0.51], [-2.73, 0.25, 1.03], [-1.12, 0.11, 0.79], [-1.94, -1.91, 1.90], [-1.33, -2.21, 0.26], [-3.07, -2.06, 0.54]], "nbo_charge": [-0.6585, 0.0311, -0.1635, -0.4537, -0.6414, -0.4411, 0.2683, 0.2334, 0.4282, 0.3396, 0.2190, 0.1981, 0.2230, 0.1956, 0.1786, -0.4116, -0.8529, 0.3629, 0.3785, 0.1751, 0.1994, 0.1921], "lumo_energy_ev": 0.96, "molar_mass_g_mol": 118.18, "fmax_ha_per_bohr": 0.034, "energy_ha": -379.72144, "e_above_lowest_kcal_mol": 70.52, "smiles": "[H]/N=N\\N.C=CC.CN", "homo_energy_ha": -0.33450, "gap_ev": 10.1}